(1)
Density functional theory data (wB97M-V/def2-TZVPD) for a molecular structure, C3H4LiMgO2 in a non-equilibrium geometry.

```
11
Properties=species:S:1:pos:R:3:forces:R:3:lowdin_spin:R:1
O 0.2341 0.4136 0.1684 -0.87 1.01 3.17 0.18
Li -1.7009 0.0335 -0.3251 -0.42 -0.23 -0.04 0.05
C 1.2409 -0.2510 -0.5148 1.31 -2.39 0.32 0.03
C 2.0432 -1.0251 0.2315 0.96 0.80 -1.99 0.00
H 1.1519 -0.1811 -1.5980 -0.04 -0.30 0.25 0.00
H 2.3684 -0.7737 1.2429 -0.84 -0.48 0.22 0.00
H 2.6651 -1.7474 -0.2977 0.12 0.32 0.18 0.00
Mg 0.7686 2.9348 0.0656 0.20 0.19 0.04 0.73
C -4.0292 0.2154 -0.1095 -0.90 0.11 0.09 0.00
O -5.1419 0.3151 -0.0024 1.17 -0.13 -0.12 0.00
H 0.3999 0.0660 1.1392 -0.69 1.10 -2.14 0.01
```
Forces are in eV/Å.

Properties
Maximum force in hartree/bohr: 0.067
LUMO (spin up / spin down) in hartree: -0.29534 / -0.36245
Total charge: +2
Expectation value of S²: 0.751
Multiplicity: 2
HOMO level (spin up / spin down) in eV: -16.6 / -17.8
Orbital gap (spin up / spin down) in eV: 8.61 / 7.99

***

(2)
Density functional theory data (wB97M-V/def2-TZVPD) for a molecular structure, C3H4LiO3Pb in a non-equilibrium geometry.

```
12
Properties=species:S:1:pos:R:3:forces:R:3:nbo_charge:R:1
C -1.0251 0.2002 0.2637 -1.03 0.19 0.92 0.46
C 0.3573 -0.3726 0.1549 -0.30 -1.19 -0.16 -0.22
O 1.2755 0.7063 -0.0180 1.63 0.74 -0.33 -0.45
C 2.5412 0.4408 -0.2739 -1.96 -0.19 0.40 0.35
O 2.9127 -0.7623 -0.3518 -0.17 -0.53 0.04 -0.73
O -1.9903 -0.5072 0.4785 1.13 0.30 -0.34 -0.57
H -1.1114 1.3051 0.2607 -0.05 -0.24 -0.29 0.17
H 0.3909 -1.0669 -0.6981 0.07 0.19 0.20 0.25
H 0.5858 -0.9459 1.0663 -0.02 0.21 -0.24 0.25
Pb 4.7393 0.4153 -0.7255 0.71 0.46 -0.15 1.51
Li -3.9073 -0.2677 0.4348 -0.42 0.45 -0.44 0.75
H -4.7688 0.8550 -0.5915 0.39 -0.38 0.39 -0.76
```
Forces are in eV/Å.

Properties
Maximum force in hartree/bohr: 0.039
LUMO (spin up / spin down) in hartree: -0.25102 / -0.25102
Total charge: +1
HOMO level (spin up / spin down) in eV: -8.6 / -8.6
Orbital gap (spin up / spin down) in eV: 1.81 / 1.81

***

(3)
Density functional theory data (wB97M-V/def2-TZVPD) for a molecular structure, C3H4LiO4 in a non-equilibrium geometry.

```
12
Properties=species:S:1:pos:R:3:forces:R:3:lowdin_spin:R:1
O -1.4748 1.8884 0.4949 0.03 -1.07 -0.95 0.00
C -0.5362 1.3565 1.3210 1.09 0.24 0.21 0.09
C 0.4670 0.4426 0.6900 0.31 -0.38 0.48 0.63
O -0.0122 -0.2201 -0.4407 -0.75 -0.05 -0.58 0.12
C 0.6808 -1.1849 -1.0385 1.39 -0.43 0.91 0.03
O 1.7583 -1.6002 -0.7005 -0.65 0.20 -0.30 0.01
O -0.0524 -1.6234 -2.0563 -0.61 -0.15 -0.63 0.01
H 0.2515 2.0724 1.7573 -1.18 -0.01 0.06 0.03
H 1.2074 -0.1294 1.2549 -0.15 0.22 -0.26 0.04
H 0.3745 -2.3893 -2.4620 0.18 0.10 0.08 0.00
Li -1.6976 0.5843 -1.0214 0.20 1.05 1.11 0.00
H -0.9663 0.8030 2.2012 0.13 0.28 -0.15 0.04
```
Forces are in eV/Å.

Properties
Maximum force in hartree/bohr: 0.033
LUMO (spin up / spin down) in hartree: -0.01745 / -0.01761
Expectation value of S²: 0.754
Multiplicity: 2
HOMO level (spin up / spin down) in eV: -7.3 / -7.9
Orbital gap (spin up / spin down) in eV: 6.78 / 7.46

***

(4)
Density functional theory data (wB97M-V/def2-TZVPD) for a molecular structure, C3H4LuO3 in a non-equilibrium geometry.

```
11
Properties=species:S:1:pos:R:3:forces:R:3:lowdin_spin:R:1
C 1.8772 -0.9714 -0.8317 -0.25 -0.98 0.69 0.12
C 1.2974 -0.8895 0.4155 3.58 1.76 0.23 0.00
H 1.6374 -1.7834 -1.5386 0.58 -0.26 0.54 0.01
H 1.5902 -1.6901 1.1197 -2.46 -0.60 -0.34 0.00
H 2.8560 -0.4996 -1.0076 -1.14 1.34 -0.86 0.01
O -1.0412 1.6768 -0.3086 1.11 1.61 0.33 0.06
C -1.6858 0.8094 0.3259 0.37 -2.41 0.01 0.02
O -1.1393 0.0150 1.1344 0.24 1.39 0.40 0.03
O -2.9595 0.5484 0.0044 -0.45 0.46 0.46 0.00
Lu 0.9438 1.4282 1.0068 -1.70 -2.27 -1.09 0.75
H -3.3762 1.3561 -0.3201 0.13 -0.06 -0.37 0.00
```
Forces are in eV/Å.

Properties
Maximum force in hartree/bohr: 0.078
LUMO (spin up / spin down) in hartree: -0.00564 / -0.05262
Expectation value of S²: 0.809
Multiplicity: 2
HOMO level (spin up / spin down) in eV: -6.6 / -7.2
Orbital gap (spin up / spin down) in eV: 6.43 / 5.75

***

(5)
Density functional theory data (wB97M-V/def2-TZVPD) for a gas-phase ion, C3H4N (charge +1) in a non-equilibrium geometry.

```
8
Properties=species:S:1:pos:R:3:forces:R:3:nbo_charge:R:1
C -1.0268 -0.9335 0.3930 4.10 1.31 1.79 0.06
C 0.1557 -0.6369 1.3655 -2.37 -1.34 -1.65 0.31
C 0.5670 0.6119 0.5843 -2.52 0.10 1.95 -0.34
N -0.1569 -0.2813 -0.3785 0.77 2.66 1.28 -0.33
H -1.4815 -1.7198 -0.1326 -1.54 -1.27 0.40 0.27
H -0.1216 1.3805 0.9956 0.36 -0.11 -1.01 0.29
H 1.5835 0.9833 0.6606 0.29 -0.65 -1.04 0.30
H 0.2490 -0.6404 -1.1950 0.92 -0.70 -1.71 0.44
```
Forces are in eV/Å.

Properties
Maximum force in hartree/bohr: 0.091
LUMO in hartree: -0.23758
SMILES: C1=C2C[N@H+]12
Total charge: +1
HOMO level in eV: -15.9
Orbital gap in eV: 9.45

***

(6)
Density functional theory data (wB97M-V/def2-TZVPD) for a molecular structure, C3H4N11O2Rh in a non-equilibrium geometry.

```
21
Properties=species:S:1:pos:R:3:forces:R:3:nbo_charge:R:1
Rh 0.5657 0.3898 -0.3322 0.79 -1.83 0.28 1.26
N -2.6671 0.9250 0.6924 -0.18 0.10 0.03 -0.57
C -1.6683 1.0742 1.6010 0.23 -0.02 0.47 0.45
N -1.7998 1.5403 2.8199 -0.16 0.05 0.07 -0.34
N -0.5608 1.4815 3.3543 0.13 -0.14 -0.10 -0.04
N 0.2875 1.0038 2.5207 0.12 -0.04 0.11 -0.12
N -0.3886 0.7290 1.3840 -0.03 -0.01 -1.37 -0.40
C -2.4598 0.3964 -0.5418 -0.10 -0.30 -0.42 0.45
N -3.3786 0.1882 -1.4542 -0.17 0.04 0.03 -0.34
N -2.7210 -0.3687 -2.4943 0.19 -0.09 0.06 -0.04
N -1.4716 -0.5029 -2.2419 0.04 -0.11 -0.12 -0.12
N -1.2675 -0.0238 -0.9955 0.79 0.70 0.87 -0.40
H -3.6037 1.1857 0.9556 0.01 0.02 -0.01 0.45
N 1.6882 -1.5306 -0.1392 -0.94 1.32 -0.07 -0.56
N 2.9544 -1.3083 -0.6772 0.16 -0.24 0.02 -0.52
C 3.2860 -0.0696 -1.1915 0.11 -0.50 0.12 0.87
O 4.3663 0.1363 -1.6556 0.01 0.28 -0.09 -0.56
O 2.2890 0.8032 -1.0995 -0.72 0.83 0.00 -0.70
H 1.7356 -1.7615 0.8503 -0.10 -0.01 0.01 0.41
H 1.1777 -2.2394 -0.6604 -0.08 0.01 0.05 0.41
H 3.6364 -2.0486 -0.6948 -0.09 -0.08 0.06 0.41
```
Forces are in eV/Å.

Properties
Maximum force in hartree/bohr: 0.039
LUMO (spin up / spin down) in hartree: -0.12426 / -0.12430
HOMO level (spin up / spin down) in eV: -9.4 / -9.4
Orbital gap (spin up / spin down) in eV: 6.02 / 6.02

***

Respective relative energy (zero: lowest compared OMol25 entry of this formula, charge and spin) values: 130.7 478.1 167.9 185.2 361.7 0.0 kJ/mol.